Entry 1:
{"formula": "Cl3H4LiO2", "method": "wB97M-V/def2-TZVPD", "charge": -2, "spin_multiplicity": 1, "relative_energy_kcal_mol": 249.73, "symbols": ["Li", "Cl", "Cl", "Cl", "O", "H", "H", "O", "H", "H"], "positions_angstrom": [[0.355537, -0.297911, 0.242663], [2.010427, -0.426841, 0.186933], [-0.429043, -0.567581, -1.375677], [-0.100273, 1.075209, 1.129173], [0.135067, 1.750799, -1.166307], [-0.537493, 2.403759, -1.360077], [-0.132323, 1.372089, -0.328867], [-0.196833, -1.544261, 0.677543], [-0.316223, -1.535751, 1.627233], [-0.788843, -2.229511, 0.367383]], "atomic_forces_ev_per_a": [[-1.4, 0.9, -2.5], [10.7, -1.0, -0.2], [-3.5, -2.5, -7.0], [-3.3, 5.4, 9.9], [1.5, 4.3, -4.6], [-0.2, 0.2, -0.1], [-0.5, 0.4, -0.7], [-3.3, -8.0, 4.8], [0.2, 0.0, 0.9], [-0.1, 0.3, -0.6]]}

---

Entry 2:
{"formula": "C33H102N18O16", "method": "wB97M-V/def2-TZVPD", "charge": 0, "spin_multiplicity": 1, "symbols": ["C", "C", "O", "H", "H", "H", "H", "H", "H", "C", "C", "O", "H", "H", "H", "H", "H", "H", "C", "C", "O", "H", "H", "H", "H", "H", "H", "C", "C", "O", "H", "H", "H", "H", "H", "H", "C", "C", "O", "H", "H", "H", "H", "H", "H", "C", "O", "N", "N", "H", "H", "H", "H", "C", "O", "N", "N", "H", "H", "H", "H", "C", "O", "N", "N", "H", "H", "H", "H", "C", "O", "N", "N", "H", "H", "H", "H", "C", "O", "N", "N", "H", "H", "H", "H", "C", "O", "N", "N", "H", "H", "H", "H", "C", "O", "N", "N", "H", "H", "H", "H", "C", "C", "C", "O", "C", "N", "H", "H", "H", "H", "H", "H", "H", "H", "H", "H", "H", "C", "C", "C", "O", "C", "N", "H", "H", "H", "H", "H", "H", "H", "H", "H", "H", "H", "C", "C", "C", "O", "C", "N", "H", "H", "H", "H", "H", "H", "H", "H", "H", "H", "H", "C", "C", "C", "O", "C", "N", "H", "H", "H", "H", "H", "H", "H", "H", "H", "H", "H"], "positions_angstrom": [[-27.528660, 9.381410, 30.820900], [-28.900280, 8.999930, 30.475060], [-28.862490, 8.284890, 29.340610], [-27.148790, 10.122340, 30.117470], [-26.924160, 8.517640, 31.097640], [-27.466850, 9.941480, 31.753960], [-29.337400, 9.982540, 30.297520], [-29.536340, 8.532140, 31.226520], [-28.034900, 7.798370, 29.343410], [-16.292410, 8.012770, 15.497780], [-17.116960, 9.252240, 15.750270], [-18.283680, 9.409950, 14.976780], [-15.549350, 7.955950, 16.293220], [-15.855990, 7.859750, 14.510750], [-16.959210, 7.159910, 15.624700], [-16.547250, 10.133780, 15.456300], [-17.384440, 9.393420, 16.797470], [-18.427800, 8.630720, 14.434890], [-23.880090, 12.881430, 9.761870], [-22.662980, 12.441480, 10.516060], [-22.742310, 12.941250, 11.915170], [-24.775290, 12.709770, 10.359570], [-23.968790, 12.416380, 8.780050], [-23.703180, 13.952490, 9.663690], [-21.737960, 12.824530, 10.085100], [-22.675790, 11.352880, 10.462390], [-22.049120, 12.549490, 12.451460], [-16.679310, 16.332410, 16.116060], [-15.281160, 16.747940, 15.483450], [-14.590080, 15.641740, 15.127300], [-17.135790, 15.455290, 15.657400], [-17.368520, 17.176290, 16.084890], [-16.670940, 16.061790, 17.171900], [-14.665240, 17.132330, 16.296460], [-15.349390, 17.365090, 14.587590], [-14.536740, 15.106120, 15.922200], [-24.371460, 6.323840, 16.290200], [-25.078470, 4.906220, 16.332630], [-24.073080, 4.006930, 15.847000], [-23.949030, 6.538060, 15.308490], [-23.591890, 6.526340, 17.024610], [-25.089250, 7.139150, 16.380440], [-25.895500, 4.909560, 15.611140], [-25.496730, 4.780480, 17.331300], [-23.678830, 3.671650, 16.655550], [-33.641940, 10.348520, 24.096150], [-33.657420, 11.417460, 24.686310], [-34.235960, 10.213580, 22.955150], [-32.906970, 9.327990, 24.481440], [-34.626600, 10.945960, 22.379720], [-34.107840, 9.302950, 22.537490], [-32.989340, 8.490570, 23.922830], [-32.214730, 9.355170, 25.216390], [-25.272690, 2.885640, 28.590460], [-25.528470, 4.049070, 28.301160], [-24.144450, 2.317520, 29.020930], [-26.162980, 1.951170, 28.347640], [-23.351050, 2.925780, 29.164580], [-24.258750, 1.319600, 29.126750], [-27.052240, 2.225620, 27.955230], [-26.104810, 0.942870, 28.341000], [-20.208200, 17.892450, 23.549260], [-19.532840, 17.800020, 22.582430], [-21.115210, 17.014240, 23.911200], [-20.050690, 18.904250, 24.339650], [-21.762970, 17.284990, 24.637290], [-21.203290, 16.128620, 23.433680], [-20.528510, 18.868590, 25.228750], [-19.402830, 19.614470, 24.029860], [-31.152110, 6.073520, 19.795670], [-31.535820, 5.564260, 20.844740], [-30.026060, 6.775800, 19.668690], [-31.827160, 6.121640, 18.674890], [-29.344810, 6.752700, 20.413980], [-29.736740, 7.222200, 18.810130], [-31.354900, 6.411230, 17.830370], [-32.798160, 5.851290, 18.739470], [-27.973050, 14.636360, 17.113490], [-28.608920, 14.271110, 16.154560], [-28.307360, 14.426430, 18.372570], [-26.803340, 15.226780, 16.963370], [-27.852410, 14.950320, 19.106500], [-29.051170, 13.834890, 18.714550], [-26.366780, 15.407800, 16.070750], [-26.349630, 15.483060, 17.828560], [-16.225420, 6.002430, 24.231310], [-15.440270, 5.591810, 23.375830], [-17.574260, 5.955120, 24.150170], [-15.852670, 6.522290, 25.375400], [-17.877480, 5.601990, 23.253800], [-18.136980, 6.391330, 24.866520], [-16.577500, 6.806900, 26.018610], [-14.876020, 6.574330, 25.627520], [-18.543900, 1.711480, 18.885970], [-19.350610, 2.429640, 19.501620], [-17.209760, 1.917130, 18.859470], [-18.791400, 0.567480, 18.219000], [-16.726200, 2.624890, 19.393640], [-16.700010, 1.271630, 18.273310], [-19.700040, 0.209930, 18.477120], [-18.116460, -0.060950, 17.807140], [-32.793770, 0.566730, 27.719260], [-33.015030, 2.076710, 28.099480], [-33.139610, 2.497230, 29.525680], [-34.435300, 2.272100, 30.088610], [-34.834590, 0.922040, 30.370050], [-31.860750, 2.798410, 27.464530], [-33.755930, 0.184150, 27.378700], [-32.457200, -0.083350, 28.526850], [-32.163810, 0.358480, 26.854460], [-33.945900, 2.500890, 27.723110], [-32.933370, 3.558540, 29.664280], [-32.244870, 2.208690, 30.077300], [-35.806380, 0.899340, 30.863210], [-34.086260, 0.535920, 31.062170], [-34.995730, 0.251090, 29.526270], [-32.066340, 2.918110, 26.482940], [-32.008400, 3.762120, 27.728320], [-24.434180, 7.757110, 22.252600], [-24.838840, 9.169920, 22.762870], [-24.755030, 10.281730, 21.650990], [-23.388160, 10.692730, 21.425460], [-23.135230, 11.531980, 20.291330], [-26.243270, 9.017690, 23.075560], [-24.375760, 6.990180, 23.024940], [-23.391120, 7.815340, 21.941580], [-25.109690, 7.379040, 21.485230], [-24.154210, 9.426260, 23.571370], [-25.376180, 11.169920, 21.766720], [-25.009730, 9.857110, 20.679950], [-23.441780, 11.007180, 19.386500], [-22.103630, 11.823070, 20.093450], [-23.668520, 12.478630, 20.378260], [-26.434570, 8.604110, 23.976930], [-26.676360, 9.930050, 23.063410], [-16.243090, 7.306400, 32.327150], [-16.673590, 8.011020, 31.043280], [-18.179610, 7.825170, 30.634840], [-18.239510, 8.468790, 29.349040], [-19.560430, 8.579850, 28.878800], [-16.395410, 9.397130, 31.190570], [-16.987410, 7.463260, 33.107840], [-15.228970, 7.617750, 32.577600], [-16.289480, 6.218960, 32.268730], [-16.020350, 7.756190, 30.208750], [-18.971570, 7.942510, 31.374540], [-18.457570, 6.804200, 30.373240], [-19.915290, 7.625480, 28.489780], [-19.537830, 9.330760, 28.089020], [-20.226940, 8.908790, 29.676080], [-16.547980, 9.829770, 30.290780], [-17.157200, 9.854800, 31.670480], [-28.544780, 20.115940, 22.644190], [-27.820440, 19.105120, 21.767210], [-26.338140, 19.482140, 21.466360], [-26.215470, 20.491910, 20.509380], [-24.831400, 20.932100, 20.271310], [-27.821440, 17.729770, 22.374050], [-28.250850, 20.067130, 23.692680], [-29.629470, 20.008770, 22.636120], [-28.323270, 21.133710, 22.322970], [-28.360720, 19.185580, 20.823960], [-25.833900, 18.650670, 20.973920], [-25.867360, 19.862650, 22.372830], [-24.313620, 21.254390, 21.174710], [-24.845510, 21.717040, 19.515160], [-24.253790, 20.097370, 19.874200], [-28.791240, 17.512360, 22.553810], [-27.265070, 17.587000, 23.204810]], "atomic_forces_ev_per_a": [[1.2, 0.7, 2.5], [-0.9, 2.2, 1.3], [-0.4, -1.8, -2.7], [0.4, -0.8, -0.4], [0.5, -0.1, -0.8], [-0.4, 0.2, 0.3], [-0.8, 0.0, -0.4], [0.4, -0.2, 0.5], [0.0, -0.3, -0.3], [-0.8, -0.6, 0.6], [0.7, 1.3, -0.7], [-0.8, -0.5, -0.4], [0.2, -0.1, -0.3], [0.1, 0.7, 0.0], [0.0, -0.3, 0.2], [0.5, 0.1, 0.4], [0.1, -0.4, 0.1], [0.0, -0.1, 0.0], [0.3, 1.2, 0.4], [0.2, -0.6, 1.4], [-0.4, -0.4, -1.6], [0.0, 0.0, -0.1], [0.1, 0.0, 0.1], [-0.8, 0.2, -0.4], [0.0, -0.1, -0.2], [0.5, -0.2, 0.5], [0.1, -0.2, -0.2], [0.2, 0.9, -0.3], [-1.9, 0.2, 2.0], [1.3, -2.8, -1.2], [0.1, 0.2, -0.6], [-0.2, 0.0, -0.2], [0.7, 0.1, 0.2], [-0.4, 1.5, -0.1], [-0.2, 0.3, 0.4], [0.2, -0.4, -0.2], [-1.2, 0.2, -0.4], [1.6, 2.7, -1.2], [-0.9, -0.6, 1.1], [0.2, -0.6, -0.1], [0.0, -0.5, 0.2], [-0.3, 0.0, 0.4], [0.0, -0.1, 0.1], [0.3, -0.8, 0.1], [0.5, -0.3, -0.2], [1.2, 4.0, 2.2], [0.0, 0.6, 0.8], [-2.0, -2.1, -4.0], [1.1, -3.1, 0.5], [0.2, 0.0, 0.7], [-0.4, 0.4, -0.6], [0.5, -0.1, 0.5], [-0.5, 0.3, -0.1], [-0.1, 1.5, -1.4], [0.9, 0.2, 0.8], [1.1, 0.6, 0.6], [-4.3, -2.6, -1.1], [0.1, -0.8, 0.2], [1.3, 0.4, 0.4], [0.3, 0.4, 0.1], [0.8, 0.3, 0.3], [0.4, -0.6, -0.9], [2.1, -0.9, -3.7], [-2.5, -2.0, 1.2], [-0.3, 3.0, 3.0], [0.0, -0.6, -0.3], [0.0, 0.4, 0.1], [0.5, 0.8, -0.1], [-0.3, -0.1, 0.5], [0.2, 0.1, 2.3], [0.1, 0.0, -0.4], [2.9, 0.9, 0.7], [-2.3, -0.6, -2.2], [-0.2, 0.0, -0.1], [-0.2, -0.2, 0.3], [-0.8, -0.2, 0.1], [0.3, -0.1, -0.6], [-0.7, -0.9, -2.3], [-1.2, -0.7, -0.9], [-0.7, -0.2, 3.8], [2.6, 1.7, 0.8], [0.0, -0.2, -0.1], [0.0, 0.2, -0.8], [-0.5, -0.1, 0.3], [0.5, 0.1, -0.7], [0.6, -1.0, -1.7], [-0.8, 0.2, 0.3], [-0.4, -0.5, -1.1], [1.2, 1.3, 2.8], [-0.7, 0.3, 0.4], [-0.3, -0.3, -0.8], [0.7, 0.0, 0.2], [-0.4, 0.0, -0.1], [0.4, 1.6, 1.8], [0.9, -1.5, -1.3], [1.4, 0.6, -0.2], [-2.7, -1.1, -0.4], [-0.4, -0.1, -0.3], [0.4, 0.6, 0.5], [0.1, -0.3, -0.6], [-0.2, 0.3, 0.4], [-1.5, 0.2, 0.2], [1.1, -0.1, -1.8], [0.5, 0.0, 1.1], [0.1, -0.4, -0.3], [0.6, 0.4, 0.4], [-0.7, 0.6, 0.6], [-0.2, -0.3, 0.3], [0.1, 0.3, 0.2], [0.4, 0.7, 0.1], [-0.3, -0.6, -0.7], [-0.8, 0.5, -0.7], [-0.2, -1.4, 0.8], [0.1, 0.6, 0.2], [-0.1, -0.6, 0.0], [0.6, 0.2, -0.5], [0.1, -0.7, -0.5], [0.5, 0.6, 0.5], [1.2, 0.7, 0.1], [-0.1, -0.8, -1.4], [1.7, -0.7, -1.3], [0.9, 0.3, 0.7], [-1.1, -0.4, 0.0], [-0.7, 1.0, 0.2], [-0.5, 0.3, 0.5], [0.0, -0.1, -0.7], [0.2, 0.3, -0.1], [-0.2, 0.3, 0.3], [-0.2, 0.0, 0.7], [-0.8, -0.4, 0.0], [-0.3, 0.0, -0.2], [0.3, -0.6, 0.9], [-0.4, 0.1, 0.0], [0.2, -0.1, 0.1], [-0.3, 0.1, 0.3], [-0.7, -0.8, -0.4], [-1.0, -0.7, 0.5], [1.6, -2.0, -1.7], [-0.6, 0.7, 1.2], [0.2, 0.3, -0.2], [-0.2, 2.1, -0.1], [0.3, 0.7, 0.3], [-0.3, 0.0, 0.3], [0.3, -0.2, -0.5], [-0.3, -0.8, -0.1], [0.1, 1.7, 0.3], [0.7, -0.9, 0.1], [-0.2, -0.1, -0.1], [-0.2, -0.1, -0.1], [-0.2, 0.1, 0.0], [0.5, 0.0, -0.5], [-0.1, 0.0, 0.9], [0.3, 0.7, 0.5], [1.0, 0.1, 0.8], [-0.4, 0.0, -0.3], [0.7, 2.0, -0.8], [-1.3, -1.0, 0.0], [-0.6, 0.6, -1.8], [0.2, -0.2, 0.1], [0.0, -0.2, -0.2], [0.0, 0.1, -0.2], [0.1, -1.0, -0.3], [0.1, -0.8, 0.9], [0.3, -0.6, 0.4], [-0.3, 0.2, 0.2], [-0.2, 0.0, 0.3], [0.0, -0.2, -0.1], [0.1, -0.3, 0.3], [-0.1, 0.6, 0.1]]}

---

Number 1: LUMO 5.31 eV, HOMO level 0.0329 Eh. Number 2: LUMO 0.12 eV, HOMO level -0.3460 Eh.